Entry 1:
C18H22N4O4S2 | ωB97M-V with the def2-TZVPD basis set

Positions of all 50 atoms, in Å:
C: 6.8183 3.4510 -1.3125
C: 6.7251 2.8134 -2.6962
O: 6.4188 1.4354 -2.6422
C: 5.1426 1.0344 -2.3846
C: 4.9580 -0.3438 -2.2699
C: 3.7101 -0.8771 -2.0318
C: 2.5988 -0.0447 -1.8956
C: 2.7823 1.3293 -2.0076
C: 4.0343 1.8636 -2.2519
H: 4.1221 2.9349 -2.3374
H: 1.9369 1.9893 -1.9147
N: 1.3304 -0.5918 -1.6386
C: 0.1350 0.0072 -1.8824
O: -0.0521 1.1133 -2.3325
C: -0.9694 -0.9761 -1.5121
H: -1.3857 -1.3763 -2.4395
H: -1.7638 -0.4769 -0.9617
C: -0.2618 -2.0594 -0.6902
C: -0.8399 -3.4222 -0.9688
O: -0.3436 -4.2457 -1.6981
N: -2.0469 -3.7236 -0.3621
C: -2.7995 -3.0133 0.5219
N: -2.5546 -1.8383 0.9849
N: -3.4611 -1.3866 1.8396
C: -4.4328 -2.2039 2.0552
S: -5.7695 -1.9067 3.1013
C: -5.2943 -0.2489 3.6944
C: -6.4580 0.3559 4.4827
O: -6.1134 1.5509 5.1282
C: -5.9572 2.6618 4.2751
H: -6.8361 2.7919 3.6330
H: -5.0643 2.5759 3.6475
H: -5.8532 3.5281 4.9250
H: -7.3175 0.5072 3.8117
H: -6.7535 -0.3304 5.2816
H: -4.4147 -0.3562 4.3283
H: -5.0394 0.3410 2.8155
S: -4.3015 -3.7165 1.1572
H: -2.4052 -4.6396 -0.6099
H: -0.3652 -1.8305 0.3721
C: 1.1958 -1.9506 -1.1513
H: 1.3795 -2.6780 -1.9523
H: 1.9001 -2.1331 -0.3363
H: 3.6093 -1.9482 -1.9641
H: 5.8176 -0.9858 -2.3793
H: 7.7013 2.8537 -3.1881
H: 6.0016 3.3475 -3.3243
H: 7.1087 4.4937 -1.4084
H: 5.8644 3.3954 -0.7940
H: 7.5634 2.9295 -0.7169

Values from the calculation:
ΔE to the lowest compared entry with this formula, charge and spin = 1.779 eV
Kohn-Sham gap = 0.29663 hartree
SMILES = CCOc1ccc(N2C[C@H](C(=O)Nc3nnc(SCCOC)s3)CC2=O)cc1
LUMO level = 0.25 eV
Spin multiplicity = 1

Entry 2:
C18H17N2O4S2 | ωB97M-V with the def2-TZVPD basis set

Positions of all 43 atoms, in Å:
S: 7.6840 -0.4309 5.3661
S: 7.1033 -0.8941 3.4342
C: 5.3282 -0.9555 3.4663
C: 4.6492 -2.1687 3.5199
C: 3.2662 -2.1216 3.5649
C: 2.6161 -0.8910 3.5536
C: 3.3154 0.3097 3.5068
C: 4.6985 0.2872 3.4535
H: 6.5801 -0.8528 6.0126
H: 7.4274 -2.1954 3.2532
H: 5.2136 -3.0873 3.5471
H: 2.7196 -3.0470 3.6144
H: 1.5423 -0.8830 3.6040
H: 2.8003 1.2542 3.5097
H: 5.2675 1.2030 3.4276
C: -1.3955 2.5123 -0.6718
C: -0.6335 3.0989 0.3315
C: -0.3674 2.4046 1.4995
C: -0.8701 1.1226 1.6402
C: -1.6363 0.5229 0.6553
C: -1.8986 1.2282 -0.5079
N: -0.5790 0.3745 2.8664
O: 0.0868 0.9213 3.7318
O: -0.9973 -0.7611 2.9597
H: -1.6029 3.0539 -1.5838
H: -0.2481 4.1008 0.2034
H: 0.2184 2.8582 2.2850
H: -2.0251 -0.4755 0.7899
H: -2.4949 0.7800 -1.2873
C: -4.0656 -2.2030 -5.8474
C: -2.8785 -1.7844 -5.2602
C: -2.8122 -0.5530 -4.6295
C: -3.9456 0.2395 -4.5965
C: -5.1351 -0.1568 -5.1796
C: -5.1901 -1.3892 -5.8097
N: -3.8887 1.5395 -3.9133
O: -2.8248 1.8754 -3.4195
O: -4.8997 2.2029 -3.8722
H: -4.1144 -3.1669 -6.3361
H: -2.0035 -2.4185 -5.2934
H: -1.8921 -0.2192 -4.1735
H: -6.0058 0.4808 -5.1448
H: -6.1121 -1.7154 -6.2700

Values from the calculation:
Kohn-Sham gap = 0.26050 hartree
Net charge = +1
LUMO level = -4.55 eV
Spin multiplicity = 1

- Which value of Kohn-Sham gap does entry 1 give?
  0.29663 hartree

- Among the records above, which one has the lowest Kohn-Sham gap?
  C18H17N2O4S2